This record from OMol25 describes a structure of composition C47H31ClF5I2MoN2O4P2. The level of theory is ωB97M-V/def2-TZVPD.

```
95
C47H31ClF5I2MoN2O4P2 (ωB97M-V/def2-TZVPD)
Mo 0.5929 0.7576 -0.3410
C 0.0171 -3.7534 0.4998
N 0.1321 -2.3136 0.2501
P 0.6038 -1.6074 -1.2102
C -0.6374 -1.9047 -2.4817
C -1.1913 -3.1750 -2.6500
C -2.1841 -3.3786 -3.5941
C -2.6167 -2.3222 -4.3862
C -2.0498 -1.0652 -4.2408
C -1.0645 -0.8517 -3.2872
C 2.0908 -2.4641 -1.7571
C 3.0061 -2.9556 -0.8270
C 4.1889 -3.5347 -1.2576
C 4.4685 -3.6127 -2.6154
C 3.5630 -3.1188 -3.5434
C 2.3731 -2.5478 -3.1194
P 0.0193 -1.0933 1.4372
C 1.1346 -1.6076 2.7604
C 2.5102 -1.5197 2.5260
C 3.4096 -1.9269 3.4963
C 2.9450 -2.4169 4.7114
C 1.5831 -2.4950 4.9551
C 0.6770 -2.0898 3.9841
C -1.6447 -1.1000 2.1266
C -2.3599 -2.2700 2.3876
C -3.6597 -2.2012 2.8651
C -4.2527 -0.9669 3.0932
C -3.5458 0.2006 2.8478
C -2.2497 0.1322 2.3613
H 0.6743 -4.3015 -0.1752
H -1.0057 -4.1039 0.3595
H 0.3361 -3.9731 1.5205
H -0.8480 -4.0138 -2.0585
H -2.6156 -4.3630 -3.7173
H -3.3937 -2.4836 -5.1215
H -2.3783 -0.2436 -4.8634
H -0.6344 0.1362 -3.1753
H 2.7936 -2.8971 0.2332
H 4.8912 -3.9269 -0.5341
H 5.3929 -4.0638 -2.9503
H 3.7812 -3.1828 -4.6009
H 1.6648 -2.1740 -3.8489
H 2.8773 -1.1212 1.5887
H 4.4732 -1.8522 3.3111
H 3.6481 -2.7296 5.4720
H 1.2219 -2.8665 5.9046
H -0.3839 -2.1340 4.1922
H -1.9112 -3.2402 2.2248
H -4.2091 -3.1125 3.0606
H -5.2692 -0.9168 3.4603
H -4.0087 1.1632 3.0192
H -1.7134 1.0476 2.1396
I 1.7440 2.4344 -5.0553
C 1.2475 3.5215 -3.3666
C 1.1986 4.9374 -3.4231
C 0.8596 5.6817 -2.3312
I 0.8093 7.7538 -2.5066
C 0.5410 5.0414 -1.0978
C 0.1654 5.6910 0.0970
C -0.1210 4.9614 1.2182
C -0.0324 3.5630 1.1630
N 0.3134 2.9281 0.0657
C 0.6003 3.6408 -1.0616
C 0.9552 2.8786 -2.2016
O 0.9925 1.5355 -2.0592
H 1.4359 5.4261 -4.3576
H 0.1044 6.7711 0.1157
H -0.4104 5.4394 2.1425
H -0.2416 2.9581 2.0374
Cl -7.7162 -1.2501 -1.1849
C -6.1417 -0.5261 -1.1509
C -5.0485 -1.2992 -0.7918
C -3.7946 -0.7144 -0.7562
C -3.6387 0.6286 -1.0818
C -4.7451 1.3863 -1.4546
C -6.0045 0.8138 -1.4850
C -2.3050 1.2891 -1.0598
O -2.0852 2.3862 -1.5122
O -1.3443 0.5012 -0.5532
H -5.1854 -2.3426 -0.5439
H -2.9314 -1.3040 -0.4791
H -4.6070 2.4265 -1.7168
H -6.8743 1.3907 -1.7652
F 4.9315 4.6086 3.7044
C 4.2754 3.7400 2.9442
C 4.6989 3.4879 1.6488
F 5.7618 4.1186 1.1652
C 4.0122 2.5837 0.8566
F 4.4203 2.3634 -0.3920
C 2.8995 1.9070 1.3451
O 2.2592 1.0204 0.5750
C 2.4850 2.1780 2.6424
F 1.3812 1.5823 3.1216
C 3.1609 3.0848 3.4395
F 2.7324 3.3315 4.6737
```

The value obtained for the gap between HOMO and LUMO (spin up / spin down) is 0.255 / 0.253 hartree. The value obtained for the relative energy (zero: lowest compared OMol25 entry of this formula, charge and spin) is 38.9 kJ/mol. The value obtained for the LUMO energy (spin up / spin down) is -3.6 / -3.8 eV. For the electronic energy, the calculation gives -123154.9072 eV. As for the multiplicity: 3. As for the total charge: +1.

Atom charges from the Löwdin analysis, given in e for atoms 1 to 4:
1. Mo 1.583
2. C -0.120
3. N -0.463
4. P 0.943